[1]
12
Properties=species:S:1:pos:R:3 method="wB97M-V/def2-TZVPD" molar_mass_g_mol=208.479 spin_multiplicity=1 de_lowest_kj_mol=168.5 largest_force_ev_per_a=4.15
C 0.47712 0.24735 1.59468
C 0.35256 -0.57955 -1.38845
N 0.07649 1.36823 0.96666
N -1.09487 -1.00179 -1.06476
O -1.06362 1.76138 1.24637
O -1.92423 -0.16827 -0.97471
O 0.87412 1.99368 0.24383
O -1.17602 -2.21689 -1.09772
F -0.45559 -0.62852 1.88776
F 1.77567 -0.15769 1.42027
F 1.22413 -1.49178 -1.01212
Cl 0.93425 0.87387 -1.82181

[2]
7
Properties=species:S:1:pos:R:3 method="wB97M-V/def2-TZVPD" molar_mass_g_mol=132.468 spin_multiplicity=1 de_lowest_kj_mol=154.1 largest_force_ev_per_a=0.86
C -1.09527 1.72099 0.00646
C 1.45938 -1.05825 -0.04287
O 0.33276 -1.13505 0.29512
F -1.64275 1.21493 1.05185
F -1.95840 1.49658 -0.95524
F 2.44188 -1.53535 0.68859
Cl 2.16177 -0.42711 -1.46176

[3]
10
Properties=species:S:1:pos:R:3 method="wB97M-V/def2-TZVPD" molar_mass_g_mol=190.535 spin_multiplicity=1 total_charge=-2 de_lowest_kj_mol=6.0 largest_force_ev_per_a=1.97
C 1.19948 0.55883 1.01285
C 0.24491 -0.41753 0.30893
O 2.11916 0.66583 0.17975
O -1.62796 -1.05287 -1.43074
O 1.01977 1.07093 2.09998
O -1.53800 1.29675 -0.73167
O 0.19638 0.36786 -2.16159
F 0.75239 -1.60069 0.00435
S -0.79707 0.10471 -1.11910
Cl -1.56905 -0.99383 1.83723

[4]
6
Properties=species:S:1:pos:R:3 method="wB97M-V/def2-TZVPD" molar_mass_g_mol=123.540 smiles="O=C=S([O-])#CCl" spin_multiplicity=1 total_charge=-1 de_lowest_kj_mol=391.9 largest_force_ev_per_a=4.21
C -0.35944 0.86969 1.35631
C -0.28972 -1.94866 -0.46879
O 0.97887 0.45322 -1.07876
O 0.15798 1.91348 1.23318
S 0.54280 -0.52452 -0.08779
Cl -0.50343 -2.04656 -2.28461

[5]
16
Properties=species:S:1:pos:R:3 method="wB97M-V/def2-TZVPD" molar_mass_g_mol=339.080 spin_multiplicity=5 de_lowest_kj_mol=88.2 largest_force_ev_per_a=5.12
O -4.41420 0.43417 -0.03291
Co -3.27260 -0.30989 -1.15464
N -2.62623 1.18786 -2.59148
S -4.90933 2.02964 -0.62516
O -6.38254 2.24136 -0.48235
C -4.19324 3.04766 0.78005
F -3.68937 4.17712 0.29080
F -3.22109 2.37369 1.38459
F -5.12791 3.34985 1.67041
S -1.25373 0.56950 -2.41072
O -1.33744 -0.51239 -1.32148
O -0.05899 1.42224 -2.26132
C -0.80922 -0.44292 -3.91718
F -1.61575 -1.49470 -4.03635
F -0.94250 0.30418 -5.01151
F 0.44557 -0.87922 -3.85663

[6]
17
Properties=species:S:1:pos:R:3 method="wB97M-V/def2-TZVPD" molar_mass_g_mol=431.043 spin_multiplicity=2 de_lowest_kj_mol=47.7 largest_force_ev_per_a=5.40
Cs -0.60079 1.72085 -2.32819
C 1.19265 -3.57460 -1.34016
F 2.50846 -3.54493 -1.25178
F 0.81647 -3.90973 -2.63297
F 0.72857 -4.46568 -0.45537
S 0.43088 -1.81231 -1.04664
O 0.94883 -0.80273 -2.04844
O -1.03036 -1.92048 -1.20192
O 0.72975 -1.50532 0.38583
C -1.44933 1.90908 1.54695
F -2.23005 2.26761 0.51924
F -2.03310 2.15485 2.75591
F -1.10115 0.67059 1.48861
S 0.04629 3.07954 1.38873
O -0.35292 4.43835 1.82793
O 0.88719 2.35658 2.36964
O 0.50860 2.93833 0.02263